DFT (ωB97M-V/def2-TZVPD) results for C9H13CuO4P as an isolated structure.

Structure (XYZ):
```
28
Properties=species:S:1:pos:R:3:forces:R:3:nbo_charge:R:1
Cu 0.58089 -0.05570 0.56622 -2.1797 -1.4885 -2.3724 0.819
O -1.69994 -2.93364 -0.29550 2.0976 2.2381 0.8701 -0.390
C -0.95511 -2.13046 0.03370 -2.1565 -2.3580 -0.6323 0.454
C 2.22583 0.57047 0.41786 8.1713 3.3895 -2.0948 0.363
O 3.30864 0.96282 0.29702 -4.5114 -1.6686 0.7976 -0.301
C 0.25185 -0.47249 -1.95922 0.7201 0.0202 -3.7494 0.463
O 0.38180 -0.51821 -3.09712 -0.4722 0.0750 3.5240 -0.375
C 0.69078 -0.66244 2.25623 -1.3865 -3.8456 7.8628 0.375
O 0.61842 -1.16781 3.29634 0.6348 2.3163 -4.4032 -0.301
C 1.85921 -3.88586 -0.67481 -1.2274 0.0074 0.0915 -0.324
H 1.46383 -4.39150 0.22420 0.3896 0.2202 -0.5602 0.218
H 1.25208 -3.98943 -1.59133 0.6014 -0.1659 0.4396 0.214
C 2.95253 -3.11514 -0.62894 0.3580 0.7458 0.2169 -0.345
H 3.36491 -2.61214 -1.50836 -0.1953 -0.2787 0.1865 0.217
H 3.48508 -2.94188 0.31015 -0.0317 -0.3019 -0.2988 0.211
C -1.04784 2.51474 1.65296 0.8627 -0.7288 0.4245 -0.954
P -0.98018 1.44260 0.18520 -2.5636 3.3562 0.0096 1.066
C -2.73322 0.99917 0.01048 0.1831 -1.2047 -0.0970 -0.959
C -0.69579 2.68444 -1.11620 0.7697 -0.5358 -0.5509 -0.964
H -1.24931 1.88480 2.52472 -0.0418 0.3214 0.0794 0.264
H -1.83625 3.26487 1.53127 0.0743 -0.1786 -0.1204 0.294
H -0.07578 3.00340 1.76779 -0.1811 0.0848 0.1750 0.267
H -3.34574 1.91249 0.06515 0.3794 -0.1410 0.0219 0.299
H -2.91352 0.49281 -0.94127 -0.0674 0.0772 0.0586 0.273
H -3.00792 0.30993 0.81996 -0.1160 0.2376 -0.1483 0.273
H -1.34078 3.56056 -0.94529 0.1152 -0.3693 0.1928 0.298
H 0.35741 2.99567 -1.09114 -0.2704 0.0976 -0.0657 0.271
H -0.91186 2.27792 -2.11007 0.0438 0.0780 0.1424 0.273
```
Forces are in eV/Å.

Results
Kohn-Sham gap (spin up / spin down) = 8.70 / 3.59 eV
expectation value of S² = 0.759
net charge = +2
molecular weight = 279.719 u
2S+1 = 2